Entry from OMol25: a single C5H7FO2 molecule at a distorted geometry (ωB97M-V with the def2-TZVPD basis set).

Structure (XYZ):
```
15
Properties=species:S:1:pos:R:3:forces:R:3:lowdin_charge:R:1
O 2.223 0.224 -0.668 -0.152 1.424 -0.290 -0.0524
H -1.490 1.675 -0.015 0.524 -0.753 -0.081 0.1355
H 1.570 1.371 0.916 0.364 0.438 0.921 0.1229
H -2.713 -0.172 1.202 -0.630 0.064 0.694 0.1049
F -3.346 -0.173 -0.721 -0.107 0.133 0.246 -0.0723
O 0.472 -1.062 -0.105 0.150 -0.540 0.742 0.0202
H 2.394 -1.148 0.850 -0.840 0.108 -0.649 0.1513
C 0.028 0.209 0.008 1.950 0.339 -0.888 -0.3072
C 1.247 1.081 -0.055 -0.338 0.386 -1.591 -0.0853
C -1.207 0.604 -0.041 -2.361 0.709 0.891 -0.0299
C 1.906 -0.990 -0.161 0.390 -2.230 0.498 -0.2281
H 1.044 1.944 -0.715 0.418 -0.308 0.482 0.1498
H 2.203 -1.807 -0.838 0.131 0.411 0.237 0.1454
C -2.325 -0.347 0.224 0.576 -0.918 -1.457 -0.1847
H -2.006 -1.409 0.121 -0.075 0.737 0.247 0.1300
```
Forces are in eV/Å.

As for the SMILES: FC/C=C1/COCO1. Its energy is -445.0093 a.u. The HOMO energy is -9.22 eV. The gap between HOMO and LUMO comes out at 0.37045 Eh. The energy above the lowest of the compared OMol25 structures with the same formula, charge and spin comes out at 63.5 kJ/mol. Its spin multiplicity is 1.